[1]
Entry from OMol25: C21H34BBrF6N5NdO2S as an isolated structure (wB97M-V/def2-TZVPD).

Last column: Löwdin charge in e.
Atoms and positions in Å:
Nd 0.658 -0.972 0.362  1.70
N -1.939 -1.155 -0.193  -0.05
C -2.641 -2.286 -0.809  -0.25
C -2.164 -2.561 -2.230  -0.19
C -0.784 -3.200 -2.331  -0.25
N 0.269 -2.249 -1.976  -0.04
H -2.196 -1.085 0.787  0.04
H -2.201 -0.275 -0.638  0.04
H -3.726 -2.114 -0.827  0.10
H -2.465 -3.165 -0.189  0.10
H -2.177 -1.632 -2.815  0.10
H -2.886 -3.237 -2.700  0.10
H -0.648 -3.579 -3.354  0.10
H -0.725 -4.052 -1.653  0.10
H 0.289 -1.484 -2.650  0.05
H 1.184 -2.690 -2.023  0.07
N -1.055 1.466 1.221  -0.02
C -1.720 2.663 0.706  -0.26
C -0.994 3.196 -0.531  -0.20
C -1.891 3.659 -1.681  -0.21
C -2.906 2.626 -2.170  -0.29
N -2.330 1.289 -2.323  0.03
H -1.553 1.105 2.029  0.05
H -0.122 1.664 1.593  -0.03
H -1.804 3.459 1.461  0.10
H -2.745 2.381 0.446  0.09
H -0.337 2.405 -0.881  0.07
H -0.337 4.025 -0.250  0.11
H -1.247 3.941 -2.521  0.11
H -2.444 4.563 -1.398  0.10
H -3.335 2.996 -3.110  0.10
H -3.737 2.572 -1.458  0.09
H -1.324 1.304 -2.472  0.04
H -2.722 0.807 -3.121  0.07
C -0.062 -0.585 6.938  -0.09
C -0.082 -0.727 5.441  -0.35
C 1.047 -0.953 4.739  -0.13
C 1.043 -1.003 3.251  -0.77
N -0.273 -1.149 2.641  -0.20
C -1.336 -0.921 3.395  -0.26
C -1.337 -0.652 4.750  -0.12
H 0.953 -0.669 7.329  0.06
H -0.681 -1.351 7.416  0.06
H -0.465 0.388 7.240  0.06
H 2.009 -1.033 5.234  0.09
H 1.683 -1.824 2.898  0.06
H -2.302 -0.986 2.885  0.09
H -2.272 -0.524 5.283  0.06
S 1.891 0.532 2.501  0.30
F 2.834 -2.461 0.306  -0.21
C 3.084 -1.152 -0.291  -0.38
F 3.137 -1.479 -1.697  -0.16
H 4.139 -0.977 -0.050  0.06
Br 1.922 2.166 -5.561  0.73
C 2.858 2.249 -3.900  -0.59
C 4.038 2.985 -3.936  -0.17
C 4.790 3.146 -2.785  -0.10
C 4.356 2.579 -1.595  -0.07
C 3.176 1.857 -1.573  -0.01
C 2.403 1.667 -2.722  -0.13
C 1.130 0.835 -2.561  -0.63
O 0.521 0.431 -3.557  -0.05
O 0.785 0.649 -1.356  -0.24
H 4.355 3.428 -4.870  0.08
H 5.710 3.717 -2.823  0.09
H 4.930 2.692 -0.685  0.10
H 2.828 1.395 -0.657  0.09
F 0.373 -5.045 2.266  0.13
B -0.419 -4.554 1.241  -1.24
F -0.504 -5.477 0.181  0.09
F -1.703 -4.227 1.686  0.11
F 0.199 -3.353 0.701  -0.03

Cartesian forces (eV/Å) of the 3 atoms listed first:
Nd -0.2123 -0.0424 0.4578
N -0.0671 0.0342 0.0824
C 0.0518 0.0091 0.0169

Total charge: -2
LUMO energy (spin up / spin down) in Ha: 0.14516 / 0.14516
<S²>: 3.753
HOMO-LUMO gap (spin up / spin down) in eV: 4.42 / 4.42
2S+1: 4
Relative energy (zero: lowest compared OMol25 entry of this formula, charge and spin) in kJ/mol: 0.00

***

[2]
Entry from OMol25: C21H34CaCl2F9KN4O16PS3 as an isolated structure (wB97M-V/def2-TZVPD).

Last column: Löwdin charge in e.
Atoms and positions in Å:
C 0.042 -3.454 -0.651  -0.13
C -1.323 -3.324 0.052  -0.41
P -2.381 -1.880 -0.535  1.00
C -3.759 -1.492 0.737  -0.41
C -5.138 -1.347 0.018  -0.17
N -1.440 -0.381 -0.671  -0.38
C -0.276 -0.277 0.262  -0.22
C -0.163 1.213 0.715  -0.18
F 1.113 1.681 0.526  -0.01
S -1.017 -0.038 -2.207  0.50
O 0.237 0.600 -2.332  -0.23
O -1.130 -1.161 -3.144  -0.53
F -2.074 1.029 -2.674  -0.13
H 0.763 -2.852 -0.093  0.04
H 0.038 -3.134 -1.696  0.06
H 0.389 -4.477 -0.521  0.10
H -1.230 -3.300 1.172  -0.03
H -1.892 -4.236 -0.164  0.09
H -3.554 -0.512 1.280  0.07
H -3.809 -2.333 1.441  0.07
H -5.962 -1.395 0.730  0.06
H -5.208 -2.142 -0.731  0.05
H -5.222 -0.403 -0.561  0.05
H -0.385 -0.868 1.198  -0.02
H 0.687 -0.527 -0.194  0.13
H -0.819 1.849 0.114  0.12
H -0.364 1.329 1.788  0.12
O -5.561 2.017 -1.440  -0.06
H -5.760 2.413 -2.295  0.04
H -4.661 2.307 -1.255  0.03
F -0.138 -4.207 2.458  -0.60
Ca -0.072 -0.581 -5.158  1.39
C 1.872 4.146 -4.778  -0.67
F 0.847 3.994 -5.639  0.09
F 1.938 5.442 -4.463  0.13
F 1.538 3.488 -3.650  0.10
S 3.446 3.528 -5.493  0.55
O 3.655 4.340 -6.656  -0.28
O 3.183 2.132 -5.749  -0.34
N 4.357 3.843 -4.250  -0.29
S 5.892 3.440 -4.404  0.58
O 6.650 4.222 -5.337  -0.27
O 6.167 2.033 -4.402  -0.27
C 6.432 4.025 -2.754  -0.67
F 5.784 3.396 -1.758  0.11
F 6.200 5.336 -2.580  0.12
F 7.742 3.832 -2.556  0.12
K -1.226 -1.644 2.596  0.90
C 9.185 6.096 1.066  -0.34
O 10.123 5.592 0.475  -0.21
N 7.921 5.639 1.042  -0.19
C 6.859 6.293 1.774  -0.07
C 7.608 4.451 0.255  -0.02
H 9.307 6.999 1.691  0.13
H 6.426 5.593 2.493  0.09
H 6.083 6.619 1.078  0.09
H 7.242 7.160 2.311  0.08
H 8.205 3.614 0.620  0.11
H 7.858 4.629 -0.783  0.07
H 6.553 4.211 0.338  0.08
O 2.953 -2.019 1.653  -0.41
Cl 3.784 -2.673 0.657  0.63
O 4.186 -3.967 1.136  -0.36
O 4.942 -1.861 0.394  -0.36
O 3.009 -2.823 -0.567  -0.42
C -8.725 2.331 0.587  -0.11
C -8.638 3.105 1.892  -0.26
C -7.194 3.316 2.352  -0.18
C -6.537 2.012 2.585  -0.23
N -6.039 1.005 2.765  0.15
H -8.302 1.330 0.692  0.07
H -9.764 2.210 0.279  0.07
H -8.189 2.846 -0.212  0.07
H -9.191 2.571 2.669  0.11
H -9.124 4.074 1.765  0.11
H -7.172 3.885 3.282  0.12
H -6.627 3.871 1.603  0.12
Cl 11.942 5.075 -0.987  -0.12
C -1.054 -8.931 2.787  0.06
C -1.149 -7.614 3.055  -0.24
C -2.489 -6.952 3.224  -0.32
O -2.519 -5.775 3.497  0.11
C -3.690 -7.767 3.049  0.06
C -3.581 -9.069 2.776  -0.25
C -2.247 -9.741 2.643  -0.33
O -2.224 -10.940 2.412  0.08
O -4.650 -9.855 2.609  0.09
O -0.078 -6.852 3.172  0.12
H -0.101 -9.425 2.665  0.13
H -4.647 -7.275 3.153  0.13
H -4.290 -10.744 2.427  0.11
H -0.375 -5.916 3.330  0.09

Cartesian forces (eV/Å) of the 3 atoms listed first:
C -0.1343 0.6725 1.1571
C -0.1567 0.9979 0.8248
P -2.3489 -1.4627 -1.3019

Total charge: -1
LUMO energy in Ha: -0.10916
HOMO-LUMO gap in eV: 1.00

***

[3]
Entry from OMol25: C21H34F5NO19S2Y as an isolated structure (wB97M-V/def2-TZVPD).

Last column: Löwdin charge in e.
Atoms and positions in Å:
Y -25.586 32.797 7.809  1.96
C -27.551 30.202 4.133  -0.37
O -27.943 29.624 5.294  -0.08
O -26.633 31.155 4.565  -0.05
C -27.103 29.131 2.936  -0.52
F -26.199 28.216 3.286  0.17
F -28.136 28.410 2.496  0.16
F -26.595 29.675 1.837  0.17
C -28.927 28.535 5.213  -0.17
C -29.302 28.172 6.728  -0.04
H -30.163 27.513 6.624  0.07
H -28.610 27.571 7.318  0.07
H -29.595 29.090 7.238  0.07
H -28.431 27.661 4.792  0.11
H -29.801 28.710 4.586  0.12
H -28.415 30.688 3.680  0.19
N -24.578 29.680 9.282  -0.34
S -24.233 29.058 10.726  0.47
O -23.024 29.368 11.428  -0.25
O -25.063 27.948 11.200  -0.26
F -25.143 30.226 11.395  -0.28
S -24.040 28.272 8.484  0.55
O -25.106 27.438 7.941  -0.28
O -22.753 27.669 8.894  -0.27
F -23.535 29.083 7.207  -0.24
O -23.939 34.719 11.304  0.05
C -23.567 35.247 12.337  -0.51
O -24.201 36.261 13.037  -0.03
C -25.224 37.083 12.503  -0.24
C -25.745 37.914 13.681  -0.05
C -22.354 34.843 13.016  0.01
H -25.965 36.467 11.993  0.11
H -24.822 37.752 11.742  0.12
H -24.895 38.339 14.215  0.09
H -26.303 37.299 14.388  0.08
H -26.458 38.623 13.261  0.08
H -22.092 33.820 12.747  0.10
H -22.541 34.704 14.081  0.10
H -21.552 35.566 12.865  0.11
O -21.292 32.875 7.127  0.00
C -20.273 32.902 6.385  -0.52
O -19.185 32.149 6.341  0.00
C -18.750 31.540 7.551  -0.21
C -18.049 32.593 8.473  -0.04
C -20.302 33.790 5.179  0.01
H -18.029 30.869 7.083  0.13
H -19.408 31.046 8.266  0.12
H -18.884 33.182 8.853  0.07
H -17.495 33.149 7.717  0.08
H -17.513 32.159 9.317  0.09
H -21.053 33.589 4.416  0.09
H -19.306 33.674 4.752  0.09
H -20.567 34.768 5.580  0.09
C -25.023 20.916 9.848  -0.12
C -23.769 20.614 8.965  -0.17
O -22.823 21.352 9.600  0.03
C -23.265 22.368 10.434  -0.41
O -22.598 23.262 10.895  0.16
O -24.694 22.111 10.608  0.00
H -25.334 20.046 10.428  0.12
H -25.861 21.195 9.210  0.12
H -23.988 20.902 7.936  0.12
H -23.511 19.555 8.996  0.13
C -29.976 24.960 12.929  -0.14
C -28.869 24.683 13.910  -0.09
O -29.572 24.332 15.120  0.11
C -30.752 24.782 15.073  -0.58
O -31.524 24.861 16.041  0.11
O -31.059 25.241 13.804  0.05
H -30.061 24.044 12.346  0.13
H -29.754 25.819 12.294  0.13
H -28.308 25.571 14.203  0.14
H -28.306 23.827 13.538  0.14
C -21.195 24.691 4.260  -0.15
C -22.382 23.938 4.409  -0.16
O -22.337 22.992 3.353  0.08
C -21.623 23.519 2.358  -0.53
O -21.533 23.120 1.189  0.12
O -21.007 24.622 2.845  0.06
H -20.302 24.425 4.825  0.14
H -21.330 25.771 4.324  0.14
H -23.318 24.462 4.217  0.14
H -22.402 23.551 5.428  0.14

Cartesian forces (eV/Å) of the 3 atoms listed first:
Y 0.6722 -2.0719 -0.2147
C 1.8354 1.4918 1.6979
O -1.6347 -2.1676 -0.0176

Total charge: +1
LUMO energy in Ha: -0.32969
HOMO-LUMO gap in eV: 2.67

***

What are the DFT total energy values for these records? In order: -147022.114; -187094.495; -98999.570 eV.